1.
Computed, not measured: a 3-piece molecular cluster, CHF3N3 overall in a non-equilibrium geometry, with ωB97M-V/def2-TZVPD.

Each atom is followed by the atoms it is bonded to, with distances in Å.
Geometry (Å):
1 C -2.20 0.77 -0.39  N2 1.152, F5 1.267
2 N -1.25 0.17 -0.16  C1 1.152
3 N 0.59 -0.78 0.60  N4 1.127
4 N 0.82 -1.81 0.20  N3 1.127, F6 1.259
5 F -3.23 1.45 -0.65  C1 1.267
6 F 0.94 -2.80 -0.57  N4 1.259
7 F 1.89 1.16 0.33  H8 0.937
8 H 2.44 1.85 0.65  F7 0.937

- E_HOMO: -0.6261 Ha
- Orbital gap: 0.3602 Ha
- Total charge: +1
- Energy above the lowest of the compared OMol25 structures with the same formula, charge and spin: 11.08 kcal per mole
- 2S+1: 1

So, what does the Löwdin scheme give us? The charges, in e, come out as: C -0.22; N 0.18; N 0.37; N 0.09; F 0.24; F 0.31; F -0.09; H 0.12


2.
Computed, not measured: one molecule with the formula C3H6N2O2 in a non-equilibrium geometry, with ωB97M-V/def2-TZVPD.

Each atom is followed by the atoms it is bonded to, with distances in Å.
Geometry (Å):
1 O -1.79 0.50 1.29  C2 1.203
2 C -0.78 0.09 0.80  O1 1.203, N3 1.387, C6 1.523
3 N 0.44 0.72 1.00  C2 1.387, C4 1.386, H8 1.021
4 C 1.71 0.61 0.47  N3 1.386, O5 1.201, H9 1.088
5 O 2.69 1.01 1.04  C4 1.201
6 C -0.87 -0.94 -0.32  C2 1.523, N7 1.469, H10 1.090, H11 1.084
7 N -0.39 -0.35 -1.58  C6 1.469, H12 1.013, H13 1.016
8 H 0.59 1.06 1.96  N3 1.021
9 H 1.78 0.01 -0.44  C4 1.088
10 H -0.23 -1.80 -0.11  C6 1.090
11 H -1.92 -1.21 -0.28  C6 1.084
12 H -0.11 0.62 -1.55  N7 1.013
13 H -1.13 -0.31 -2.27  N7 1.016

- E_HOMO: -0.3638 Ha
- Orbital gap: 0.3883 Ha
- Structure (SMILES): NCC(=O)NC=O
- Total charge: 0
- Energy above the lowest of the compared OMol25 structures with the same formula, charge and spin: 37.26 kcal per mole
- 2S+1: 1

So, what does the Löwdin scheme give us? The charges, in e, come out as: O 0.10; C -0.46; N 0.13; C -0.32; O 0.07; C -0.18; N 0.00; H 0.16; H 0.12; H 0.11; H 0.12; H 0.06; H 0.07